# 1
15
Properties=species:S:1:pos:R:3:forces:R:3 method="wB97M-V/def2-TZVPD" relative_energy_ev=0.947 max_force_ev_per_a=0.521 e_tot_ev=-9408.885 homo_ev=-10.321 lumo_ev=0.99 gap_ev=11.31 charge=0 smiles="CC1(OC=O)CC1"
C -0.33404 1.46382 -0.30594 0.0 0.0 0.0
C -0.14726 0.05685 0.20856 -0.2 0.1 -0.1
C -0.82708 -1.10601 -0.43545 0.0 -0.1 -0.2
C -1.22642 -0.66027 0.95100 -0.1 0.0 0.2
O 1.14905 -0.20243 0.75109 0.1 0.0 -0.1
C 2.17325 -0.21135 -0.11116 0.1 0.1 -0.4
O 2.11335 -0.01505 -1.29585 0.0 -0.1 0.5
H 0.04489 1.56210 -1.32599 0.0 0.0 0.1
H 0.20329 2.16946 0.33547 -0.1 -0.1 0.0
H -1.39387 1.73567 -0.29027 0.1 -0.1 0.0
H -1.49270 -0.89863 -1.26896 0.1 0.0 0.1
H -0.26419 -2.03044 -0.52220 -0.1 0.2 0.0
H -2.17584 -0.14880 1.08349 0.2 -0.1 0.0
H -0.92177 -1.28769 1.78304 0.0 0.1 -0.1
H 3.09936 -0.42721 0.44316 -0.1 0.0 -0.1

# 2
118
Properties=species:S:1:pos:R:3:forces:R:3 method="wB97M-V/def2-TZVPD" max_force_ev_per_a=5.832 e_tot_ev=-85910.489 homo_ev=-4.704 lumo_ev=-0.34 gap_ev=4.37 charge=-1
C 4.54821 -2.83954 2.85340 -0.5 0.1 -0.3
C 4.79389 -2.97809 1.25728 0.2 -0.3 0.7
C 5.02330 -1.55485 0.53113 0.0 -0.8 0.8
C 3.87150 -0.53995 1.00388 -0.1 -0.2 -0.9
C 3.39032 0.47857 -0.16609 1.4 0.2 0.7
C 2.57247 1.73856 0.41520 0.4 -0.4 -0.5
C 1.27418 2.14028 -0.46199 0.8 1.2 0.6
C 0.17924 2.79278 0.52081 -0.3 -0.1 0.0
C -1.33935 2.52485 0.07665 0.4 -1.2 -0.1
C -1.91379 1.24636 0.91622 -0.6 1.5 -1.6
C -3.52512 1.28306 0.64842 1.1 1.4 0.7
N -4.15912 -0.04863 0.60904 -0.3 0.6 0.2
C -5.40629 -0.20001 1.33973 -1.7 -0.2 2.2
C -5.40502 -1.32383 2.51963 0.3 -1.4 0.7
C -4.70065 -0.92237 3.89929 -0.3 0.8 -0.4
N -5.97559 -2.50293 2.43013 1.1 2.7 0.2
C -3.84601 -0.89651 -0.51858 1.8 -1.8 -2.2
C -2.96042 -2.22614 -0.25006 0.9 -1.4 0.1
C -2.01781 -2.26080 1.02116 -1.1 -1.7 4.0
O -2.56254 -2.61602 2.12985 1.6 1.6 -3.5
N -0.58026 -2.06874 1.10810 -2.4 1.1 -2.1
C 0.12525 -1.82224 -0.15998 2.3 0.7 -0.8
C -0.12590 -1.26728 2.26363 1.2 -0.8 1.8
C -3.08323 -0.15584 -1.76455 -1.0 3.8 -4.0
O -1.82748 -0.18456 -1.96008 -2.2 -0.9 1.3
O -3.87496 0.56108 -2.66474 2.3 -3.3 4.3
P -5.37191 -1.58784 -1.50757 -2.0 1.6 -0.7
C -4.72923 -2.59659 -3.00776 0.8 -1.1 0.7
O -6.25086 -2.72395 -0.57666 2.1 -0.5 -1.1
H 5.26970 -2.08884 3.34803 -1.1 -1.1 -0.8
H 3.46078 -2.49268 3.01848 1.8 -0.4 0.0
H 4.65060 -3.84965 3.38315 -0.1 1.4 -0.8
H 3.87239 -3.52141 0.82226 1.5 0.9 0.5
H 5.70467 -3.68093 1.13362 -1.4 1.2 -0.1
H 6.05781 -1.16990 0.86752 -1.5 -0.4 -0.6
H 5.05189 -1.73211 -0.59887 -0.2 0.4 1.5
H 2.96590 -1.17112 1.31200 1.2 1.0 -0.3
H 4.26071 0.01652 1.92806 -0.8 -0.6 -1.3
H 4.37122 0.88627 -0.62415 -1.5 -0.6 0.4
H 2.85428 -0.10081 -0.99143 0.5 0.8 1.2
H 2.32357 1.51009 1.51026 0.0 0.3 -1.5
H 3.30211 2.63495 0.41675 -1.4 -1.5 0.2
H 0.88256 1.28825 -1.11184 0.4 1.0 1.1
H 1.63647 2.97676 -1.17401 -0.7 -1.5 0.9
H 0.39611 3.91987 0.63124 -0.3 -1.7 -0.1
H 0.31281 2.30069 1.55739 -0.2 0.9 -1.5
H -2.03835 3.42231 0.16299 1.0 -1.1 0.1
H -1.36772 2.17350 -1.02586 0.0 0.7 1.7
H -1.65987 1.36780 2.02571 -0.5 -0.3 -1.5
H -1.41182 0.33792 0.45105 -0.8 1.1 0.8
H -3.88516 1.94339 1.53250 0.1 -1.5 -1.3
H -3.75961 1.95634 -0.26772 0.5 -1.5 1.1
H -5.61356 0.77095 1.94091 0.5 -1.5 -1.1
H -6.37795 -0.36233 0.76666 1.5 0.0 0.1
H -4.91300 0.18691 4.09270 0.3 -1.6 -0.1
H -5.13594 -1.52683 4.76498 0.5 0.7 -1.2
H -3.56849 -1.05148 3.92059 -1.5 0.0 -0.4
H -5.80165 -2.97771 3.33206 -0.1 0.2 -0.5
H -2.32633 -2.54691 -1.16309 -1.2 1.0 1.2
H -3.71616 -3.09433 -0.11856 1.4 1.3 0.4
H -0.22331 -2.43289 -1.05617 0.1 0.8 1.5
H 1.23666 -2.11505 0.00302 -1.7 0.3 -0.2
H 0.17090 -0.71426 -0.49664 -0.4 -1.7 0.6
H -0.90431 -0.56594 2.71761 1.0 -1.0 -1.0
H 0.86550 -0.72040 2.02886 -1.8 -0.7 0.1
H 0.14769 -2.01306 3.10888 -0.4 1.2 -1.2
H -5.39209 -2.40380 -3.92449 1.0 -0.2 1.6
H -3.63321 -2.39581 -3.25167 -1.5 0.0 0.2
H -4.77847 -3.70846 -2.67832 0.0 1.6 -0.8
H -5.80285 -3.60366 -0.55587 -0.5 0.8 0.3
C -4.94479 -0.39072 8.34876 -0.1 -0.2 0.3
C -4.61433 -1.08774 9.43661 -0.2 0.2 -0.2
C -3.22998 -1.55840 9.65460 0.1 -0.2 0.3
O -2.92815 -2.19639 10.64658 -0.1 0.2 -0.2
C -2.22648 -1.22539 8.62145 0.1 0.1 -0.3
C -2.55682 -0.52832 7.53346 0.3 -0.2 0.2
C -3.94105 -0.05757 7.31556 -0.1 0.3 -0.4
O -4.24250 0.57945 6.32511 0.1 0.0 0.6
H -5.95365 -0.03888 8.17259 0.0 0.0 0.0
H -5.33684 -1.33949 10.20308 0.0 0.0 0.0
H -1.21771 -1.57733 8.79747 0.0 0.0 0.0
H -1.83434 -0.27670 6.76685 -0.1 0.0 0.0
C -2.07823 2.44497 -4.54334 0.0 0.0 0.2
C -1.00776 1.69291 -4.79727 0.0 0.0 0.0
C -0.03298 2.07175 -5.83802 0.0 -0.3 0.2
O 0.94561 1.38121 -6.06836 0.0 0.2 -0.1
C -0.28758 3.32001 -6.59014 -0.1 0.3 -0.1
C -1.35816 4.07405 -6.33746 0.3 0.0 -0.2
C -2.33520 3.69342 -5.29247 -0.3 0.0 0.2
O -3.31119 4.38326 -5.06056 0.3 0.0 -0.2
H -2.80126 2.17710 -3.78104 -0.1 -0.3 0.1
H -0.80644 0.77645 -4.25472 -0.1 0.0 0.1
H 0.43844 3.58316 -7.34973 0.0 0.0 0.0
H -1.56033 4.99061 -6.87849 0.0 0.0 0.0
C 1.99688 -1.70884 -5.28243 -0.2 0.0 0.3
C 2.24361 -1.93691 -3.99104 -0.1 0.1 -0.2
C 3.32783 -2.84656 -3.56638 -0.1 0.1 0.4
O 3.55311 -3.05711 -2.38812 0.0 0.0 -0.3
C 4.12974 -3.49328 -4.62760 0.1 -0.1 -0.3
C 3.88347 -3.26573 -5.91824 0.2 -0.2 0.2
C 2.79832 -2.35504 -6.34334 -0.2 0.2 -0.4
O 2.57529 -2.14598 -7.52135 0.1 -0.1 0.3
H 1.20612 -1.04546 -5.61005 0.1 0.1 0.0
H 1.66610 -1.47077 -3.20155 0.0 0.0 0.0
H 4.92049 -4.15617 -4.29867 0.0 0.0 0.0
H 4.46070 -3.73168 -6.70748 0.0 0.0 0.0
C 6.05988 4.14728 -0.27061 0.3 0.0 0.1
C 7.35370 4.22459 -0.58436 -0.2 0.0 0.2
C 7.79585 4.35084 -1.98940 0.4 0.0 -0.1
O 8.97669 4.41952 -2.27660 -0.3 0.0 0.1
C 6.74881 4.38960 -3.03238 -0.3 0.0 -0.1
C 5.45488 4.31226 -2.71873 0.2 0.0 -0.3
C 5.01286 4.18614 -1.31378 -0.5 0.0 0.1
O 3.83305 4.11747 -1.02657 0.5 0.3 -0.2
H 5.71826 4.05372 0.75282 0.0 0.0 0.0
H 8.13302 4.19834 0.16719 0.0 0.0 0.0
H 7.09032 4.48302 -4.05567 0.0 0.0 0.0
H 4.67546 4.33835 -3.47026 0.0 0.0 0.0

# 3
53
Properties=species:S:1:pos:R:3:forces:R:3 method="wB97M-V/def2-TZVPD" s_squared=8.78 relative_energy_ev=0.000 max_force_ev_per_a=7.168 e_tot_ev=-53651.294 homo_ev="-12.515 / -13.977" lumo_ev="-6.36 / -10.57" spin_multiplicity=6 gap_ev="6.15 / 3.41" charge=+2
Ru -0.34155 -0.09186 -0.15213 -2.8 -3.9 3.7
Cl -1.66208 -1.67433 -1.13715 0.0 -0.4 -0.7
P 0.00103 1.21788 -1.81944 0.7 5.2 -4.9
C 1.66243 1.27026 -2.60088 0.4 -0.6 0.4
C 2.44546 2.43473 -2.64597 -0.2 0.1 -0.2
C 3.64107 2.44608 -3.37053 -0.1 -0.3 0.1
C 4.09700 1.27418 -3.98461 -0.2 0.1 0.2
C 3.38602 0.08008 -3.83051 -0.2 0.0 0.1
C 2.17891 0.07157 -3.12183 0.1 0.1 -0.2
C -1.16527 0.94014 -3.24020 1.9 -0.6 0.0
C -2.52983 1.04212 -2.94584 -2.4 -0.2 -0.2
C -3.48273 0.68073 -3.89796 0.1 0.2 0.7
C -3.06267 0.20793 -5.14599 -1.5 0.1 0.5
C -1.70128 0.13617 -5.45517 2.2 0.1 0.3
C -0.74664 0.50740 -4.50108 -0.3 -0.2 -1.1
C -0.37860 2.99939 -1.56589 -0.2 -0.3 0.2
C -0.73511 3.42001 -0.28390 -0.1 0.5 -0.2
C -1.01524 4.77455 -0.06024 0.0 -0.3 0.2
C -0.94391 5.68924 -1.11080 0.0 -0.1 -0.4
C -0.61712 5.26042 -2.40630 0.0 -0.3 0.3
C -0.33820 3.91078 -2.63038 -0.1 0.3 -0.2
H -2.83692 1.34598 -1.94287 0.0 0.0 -0.3
H -4.54671 0.73537 -3.65593 0.4 0.0 -0.1
H -3.80432 -0.12450 -5.87403 0.2 0.1 0.2
H -1.38337 -0.23509 -6.43144 -0.1 0.1 0.3
H 0.31684 0.43241 -4.72194 -0.3 0.0 0.0
H 2.10181 3.33926 -2.14246 0.2 -0.2 -0.2
H 4.21501 3.37038 -3.46293 -0.2 -0.3 0.1
H 5.02202 1.29054 -4.56371 -0.3 0.0 0.2
H 3.76515 -0.84367 -4.27523 -0.1 0.3 0.2
H 1.61430 -0.85704 -2.99837 0.2 0.2 -0.1
H -0.77566 2.68157 0.52142 0.0 0.4 0.0
H -1.28519 5.10966 0.94364 0.1 -0.1 -0.3
H -1.15528 6.74497 -0.93720 0.1 -0.3 0.0
H -0.57177 5.96816 -3.23481 0.0 -0.2 0.3
H -0.07571 3.56873 -3.63343 0.0 0.1 0.2
H 1.28144 -0.00105 0.10937 1.8 0.5 0.7
H 0.80868 0.86374 0.53884 1.3 -0.6 -0.4
N -1.46246 -1.97341 3.48360 -0.6 0.6 -0.2
C -1.50483 -1.02797 2.49626 0.8 -1.3 0.7
N -0.41037 -1.12205 1.75594 -0.5 1.2 0.1
C 0.40350 -2.13992 2.25707 -0.8 -0.1 0.3
C 1.57379 -2.67479 1.72829 0.0 -0.2 0.3
C 2.07047 -3.83815 2.33434 -0.1 0.8 -0.3
C 1.38210 -4.44020 3.40911 -0.3 0.4 0.1
C 0.19636 -3.88895 3.92342 0.4 -0.3 0.3
C -0.26948 -2.70715 3.35782 -0.1 0.1 -0.9
H -2.22748 -2.12439 4.15024 0.7 0.0 -0.4
H -2.32033 -0.32051 2.29031 0.4 -0.6 0.5
H 2.01719 -2.15292 0.87687 0.2 -0.5 0.3
H 3.00940 -4.25137 1.95941 -0.4 0.0 0.2
H 1.78965 -5.35464 3.84894 -0.2 0.4 -0.1
H -0.34488 -4.36284 4.74291 0.2 0.0 -0.2

# 4
56
Properties=species:S:1:pos:R:3:forces:R:3 method="wB97M-V/def2-TZVPD" relative_energy_ev=0.000 max_force_ev_per_a=1.755 e_tot_ev=-38698.343 homo_ev=-10.070 lumo_ev=-6.14 gap_ev=3.93 charge=+1
F -4.06560 3.09609 2.49785 0.1 -1.7 -0.1
C -4.00222 1.72364 2.41348 0.2 1.0 -0.1
C -5.19917 1.00446 2.41073 0.5 -0.4 0.0
C -5.09392 -0.38766 2.31106 -1.0 -0.3 -0.1
F -6.25446 -1.12691 2.29432 1.4 0.9 0.1
C -3.88226 -1.04556 2.20378 0.6 0.1 0.0
C -2.67475 -0.29348 2.20973 -1.3 0.7 0.3
C -1.42369 -0.96550 2.12340 0.6 -0.1 0.0
C -0.19372 -0.33990 2.25818 0.1 0.0 0.6
C 0.99688 -0.92145 1.82893 -0.9 0.0 -0.9
C 2.19465 -0.14374 1.60661 1.1 0.8 0.2
C 3.04165 -0.35922 0.48231 -0.4 -0.2 0.4
C 4.14543 0.46465 0.30410 0.5 0.0 -0.7
F 4.93844 0.28140 -0.80785 -1.0 0.2 1.4
C 4.49108 1.48195 1.19985 -0.5 -0.3 0.0
C 3.65024 1.66118 2.29902 0.2 0.6 0.7
F 3.96401 2.63891 3.21655 -0.4 -1.2 -1.2
C 2.51127 0.89742 2.51543 0.0 -0.2 -0.3
C -2.75464 1.12505 2.30795 -0.1 -0.4 0.1
H -6.16141 1.50182 2.47734 0.1 -0.1 0.0
H -3.82634 -2.13008 2.11771 -0.2 0.3 0.0
H -1.45017 -2.03892 1.92268 0.1 0.2 -0.1
H -0.15861 0.65842 2.70144 0.0 -0.2 -0.5
H 0.94806 -1.92902 1.40394 0.0 0.2 0.1
H 2.79252 -1.13916 -0.24293 0.3 0.3 0.2
H 5.36535 2.10784 1.04805 -0.1 -0.1 0.0
H 1.87318 1.06891 3.38330 0.4 0.1 -0.2
H -1.84698 1.72648 2.28420 -0.4 0.0 0.0
C 3.11502 -5.69643 0.64079 0.1 -0.1 0.0
C 3.02905 -4.17786 0.73010 -0.1 0.1 0.1
C 3.04641 -3.69153 2.17577 0.1 0.0 0.0
N 2.06112 -4.38072 3.01212 0.0 -0.1 -0.8
C 1.58606 -3.75891 4.12019 -0.2 0.8 0.6
C 1.56198 -2.41250 4.38579 0.4 -1.0 -0.6
C 1.14778 -2.11371 5.77402 -0.3 -0.2 0.8
C 0.72446 -3.49911 6.36134 -0.2 0.3 0.0
C 1.01855 -4.55809 5.28534 0.0 0.0 0.1
C 2.04034 -5.83957 2.93460 0.2 -0.3 0.2
C 2.04800 -6.36025 1.50034 -0.2 0.2 0.1
H 2.99441 -6.01218 -0.39754 0.1 0.0 0.0
H 4.10516 -6.02257 0.97655 0.0 0.0 -0.1
H 3.86403 -3.70785 0.19904 -0.1 -0.1 0.0
H 2.10695 -3.83175 0.24461 0.0 -0.1 0.0
H 4.06776 -3.81589 2.59112 -0.3 0.0 0.0
H 2.84416 -2.61462 2.18720 0.1 -0.4 0.2
H 1.88859 -1.63060 3.71356 0.4 -0.2 0.3
H 1.97612 -1.71772 6.37762 -0.2 0.2 -0.2
H 0.32804 -1.38715 5.82050 0.0 0.0 0.1
H 1.27990 -3.72870 7.27708 -0.2 0.1 -0.2
H -0.34088 -3.49099 6.60654 0.2 0.0 0.1
H 0.10339 -5.10198 5.00488 0.3 0.1 -0.1
H 1.71973 -5.31771 5.66862 -0.1 0.2 -0.3
H 2.90495 -6.26100 3.48254 -0.1 0.1 -0.1
H 1.13569 -6.21324 3.42982 0.3 0.2 -0.1
H 1.05860 -6.18346 1.06053 0.1 0.0 0.0
H 2.19501 -7.44395 1.53558 0.0 0.1 0.0